DFT (wB97M-V/def2-TZVPD) results for a molecular structure, C2BrClI2O at a distorted geometry.

XYZ file:
```
7
Properties=species:S:1:pos:R:3:forces:R:3
C -1.47099 0.24909 -0.15530 2.229 -2.019 -1.346
C 1.01486 -0.26146 0.11258 -1.457 0.051 -0.218
O -1.98873 -0.45278 -0.93655 -0.105 0.727 0.745
Cl -1.87185 1.62756 0.67113 -0.606 1.081 0.674
Br 1.06536 -1.06262 1.83942 0.070 0.134 -0.143
I 1.16596 -1.63743 -1.47545 0.081 0.311 0.287
I 2.08541 1.53764 -0.05583 -0.211 -0.284 0.002
```
Positions in Å, forces in eV/Å.

**Highest occupied orbital energy (alpha / beta)**: -8.6 / -8.4 eV
**Gap between HOMO and LUMO (alpha / beta)**: 7.31 / 7.49 eV
**Molar mass**: 409.2 g/mol
**E_LUMO (alpha / beta)**: -1.3 / -0.9 eV
**Net charge**: 0
**Largest force on an atom**: 3.295 eV/A
**Relative energy (zero: lowest compared OMol25 entry of this formula, charge and spin)**: 49.1 kcal per mole

=====

DFT (wB97M-V/def2-TZVPD) results for a molecular structure, C4H13N4O9Sn2 at a distorted geometry.

XYZ file:
```
32
Properties=species:S:1:pos:R:3:forces:R:3
Sn 16.48826 -16.48920 -2.69073 -2.433 1.361 0.047
Sn 15.69859 -12.13775 0.05511 -2.014 -1.651 -0.893
O 14.81960 -14.44307 -1.40143 2.225 -0.059 0.073
H 13.98240 -14.50195 -1.90159 0.340 0.363 0.221
C 11.72997 -17.46831 -4.61018 0.259 -0.119 -0.478
N 12.44788 -17.77670 -3.33808 -2.212 -2.794 0.012
O 13.30816 -17.04096 -2.92956 2.604 1.940 0.787
O 12.13230 -18.81740 -2.78009 0.470 1.540 -0.664
H 10.66505 -17.38671 -4.39251 0.133 -0.436 -0.077
H 12.02611 -18.33270 -5.20452 -0.730 -0.042 -0.235
H 12.07623 -16.57452 -5.12916 0.258 0.048 0.637
C 11.12701 -13.68598 -1.65351 -0.030 0.670 0.399
N 11.59729 -12.26668 -1.64590 -5.674 0.323 -2.462
O 12.64600 -12.00904 -1.18420 4.520 1.122 1.668
O 10.77453 -11.44606 -2.06909 1.887 -1.214 0.730
H 12.01486 -14.31015 -1.55242 -0.436 -0.130 -0.201
H 10.47977 -13.79775 -2.52339 0.309 -0.247 0.128
H 10.53830 -13.70326 -0.73632 -0.079 -0.469 -0.039
C 13.07625 -16.71415 0.35635 0.045 -0.786 -0.136
N 13.42562 -15.56101 1.19069 -0.717 1.896 1.533
O 12.70826 -14.52390 1.06453 2.304 -1.956 0.194
O 14.33756 -15.71097 2.02268 -1.506 0.824 -2.030
H 13.78495 -16.77457 -0.46960 0.105 0.067 0.232
H 12.08393 -16.63038 -0.08680 0.061 0.188 0.455
H 13.18656 -17.57165 1.02015 -0.160 -0.099 -0.301
C 14.18987 -12.26893 -5.04139 1.056 -0.773 -0.343
N 14.01094 -13.74031 -4.77435 0.903 -0.061 0.942
O 12.91359 -14.01458 -4.37781 0.068 -1.055 -0.037
O 15.00185 -14.52944 -4.81499 -1.301 0.997 0.249
H 14.16730 -11.80986 -4.05303 -0.211 0.027 -0.108
H 13.34652 -11.95884 -5.65840 0.315 0.110 0.008
H 15.19093 -12.18971 -5.46532 -0.361 0.416 -0.311
```
Positions in Å, forces in eV/Å.

**Highest occupied orbital energy**: -19.1 eV
**Gap between HOMO and LUMO**: 5.47 eV
**Molar mass**: 498.6 g/mol
**E_LUMO**: -13.6 eV
**Net charge**: +3
**Largest force on an atom**: 6.194 eV/A
**Relative energy (zero: lowest compared OMol25 entry of this formula, charge and spin)**: 0.0 kcal per mole